Molecular formula: C4H9NO2
Method: DFT, wB97M-V/def2-TZVPD

## Properties
F_max = 0.4 eV/A
SMILES = NC(=O)CCCO
energy above the lowest of the compared OMol25 structures with the same formula, charge and spin = 58.05 kJ/mol

Each line ends with the Mulliken charge.
Positions of all 16 atoms, in Å:
N 0.91283 -0.41678 1.59283  -0.30
C -0.15964 0.40101 1.72827  0.34
O -0.65764 0.65966 2.81374  -0.66
C -0.75926 1.02036 0.46681  -0.35
C -0.19634 0.75324 -0.93431  -0.67
C -0.14177 -0.69852 -1.40760  -0.42
O 1.15731 -1.21988 -1.12323  -0.59
H 1.23321 -0.86522 2.43777  0.22
H 1.24856 -0.74535 0.69298  0.27
H -1.81824 0.74093 0.50450  0.26
H -0.74140 2.10053 0.64853  0.29
H -0.82626 1.31358 -1.63708  0.34
H 0.81568 1.16194 -1.03750  0.30
H -0.91956 -1.30161 -0.91456  0.32
H -0.31560 -0.74373 -2.49083  0.35
H 1.16812 -2.16014 -1.34033  0.29

=====

Molecular formula: C4H9NO2
Method: DFT, wB97M-V/def2-TZVPD

## Properties
F_max = 0.6 eV/A
SMILES = COC/C(C)=N\O
energy above the lowest of the compared OMol25 structures with the same formula, charge and spin = 307.02 kJ/mol

Each line ends with the Mulliken charge.
Positions of all 16 atoms, in Å:
C -1.11022 -1.18290 1.12941  -0.63
O -0.32638 -0.11890 1.62594  -0.38
C 0.82243 0.11030 0.83622  -0.57
C 0.43319 0.52436 -0.56760  0.80
N 0.58264 -0.18802 -1.61703  -0.57
O 1.20795 -1.40546 -1.36027  -0.37
C -0.28593 1.83131 -0.72217  -1.06
H -1.83668 -1.43488 1.90484  0.27
H -1.64713 -0.89914 0.21149  0.25
H -0.49070 -2.06253 0.90371  0.28
H 1.46488 -0.77727 0.81300  0.39
H 1.36291 0.92928 1.32322  0.32
H 1.22901 -1.81347 -2.23466  0.36
H 0.38113 2.67325 -0.50135  0.29
H -1.11486 1.87576 -0.00679  0.25
H -0.67226 1.93832 -1.73797  0.37

=====

Molecular formula: C4H9NO2S
Method: DFT, wB97M-V/def2-TZVPD

## Properties
F_max = 4.2 eV/A
energy above the lowest of the compared OMol25 structures with the same formula, charge and spin = 185.53 kJ/mol

Each line ends with the Mulliken charge.
Positions of all 17 atoms, in Å:
C -0.07263 1.56812 1.04079  0.31
C -1.08825 0.93890 -1.21790  -1.32
C 0.35977 -2.21333 -0.94131  -0.98
C -0.03409 0.52189 -0.18187  0.05
N 0.69311 1.18522 2.04320  -0.26
O -0.82781 2.51469 1.01700  -0.60
O 0.66747 -1.35087 1.53294  -0.68
S -0.30351 -1.15055 0.48696  0.51
H -2.08793 0.97806 -0.72426  0.28
H -1.18017 0.22587 -1.98816  0.49
H -0.65987 1.77951 -1.70678  0.37
H 0.38938 -1.77088 -1.91178  0.34
H -0.22579 -3.09298 -1.12438  0.35
H 1.38390 -2.60968 -0.60907  0.31
H 1.08912 0.49086 -0.47860  0.38
H 0.88581 0.16762 2.06113  0.27
H 1.01150 1.81756 2.70207  0.17

=====

Molecular formula: C4H9NO2S
Method: DFT, wB97M-V/def2-TZVPD

## Properties
F_max = 5.4 eV/A
SMILES = CN[C@H]1[C@H](C)S1(=O)=O
energy above the lowest of the compared OMol25 structures with the same formula, charge and spin = 400.63 kJ/mol

Each line ends with the Mulliken charge.
Positions of all 17 atoms, in Å:
C 0.32803 0.12340 -1.19417  -0.04
C -0.39815 0.30742 0.12976  -0.20
C -0.65958 -0.18582 -2.37718  -1.35
C -0.02079 0.65413 2.45559  -0.79
N 0.19536 1.07487 1.11218  -0.42
O 1.61897 -1.29081 0.87096  -0.59
O 0.30590 -2.53382 -0.75523  -0.61
S 0.62373 -1.30804 -0.10153  0.93
H 1.08933 0.92230 -1.37027  0.35
H -1.50920 0.33402 0.21468  0.40
H -1.23174 -1.09209 -2.17886  0.36
H -0.16822 -0.40713 -3.25906  0.39
H -1.37158 0.58654 -2.56803  0.36
H -1.03021 0.70855 2.76227  0.27
H 0.43191 -0.38250 2.35061  0.36
H 0.62540 1.32531 2.99401  0.30
H 1.17082 1.16367 0.91426  0.30

=====

Molecular formula: C4H9NO2S
Method: DFT, wB97M-V/def2-TZVPD

## Properties
F_max = 4.1 eV/A
SMILES = C=C=[S@@](C)(=O)O.C=N
energy above the lowest of the compared OMol25 structures with the same formula, charge and spin = 616.00 kJ/mol

Each line ends with the Mulliken charge.
Positions of all 17 atoms, in Å:
C -0.60873 -2.37067 -0.20839  -0.70
C -0.66239 -1.06586 0.19704  -0.21
C 1.52926 0.04250 -2.03259  -1.09
C -0.47569 0.91480 3.18964  -0.13
N -1.15709 1.13768 2.14157  -0.40
O -0.98577 0.80756 -1.67962  -0.61
O 0.65211 1.14301 0.11983  -0.49
S 0.07758 0.13878 -0.97995  1.06
H -0.11685 -2.66346 -1.08248  0.28
H -0.98041 -3.17558 0.52910  0.19
H 2.30120 -0.17789 -1.33385  0.33
H 1.23659 -0.64357 -2.78766  0.38
H 1.71712 0.96615 -2.37880  0.43
H -0.74339 0.90999 4.31376  0.25
H 0.65618 0.98634 3.06698  0.13
H -2.11336 1.20631 2.06421  0.14
H 0.02425 1.28390 0.89355  0.44

=====

Molecular formula: C4H9NO2S
Method: DFT, wB97M-V/def2-TZVPD

## Properties
F_max = 3.1 eV/A
energy above the lowest of the compared OMol25 structures with the same formula, charge and spin = 435.93 kJ/mol

Each line ends with the Mulliken charge.
Positions of all 17 atoms, in Å:
C -2.42292 1.69524 -0.14246  -0.33
C -1.55350 0.99856 0.70129  0.23
C -1.88816 -0.48886 1.05781  -0.97
C 2.02231 -1.47502 -1.35052  -0.91
N -1.34217 1.53551 -0.76680  -0.39
O 1.11300 -0.10129 0.70352  -0.59
O 3.15680 0.51541 -0.27817  -0.49
S 1.64301 0.14061 -0.62999  0.74
H -3.40413 2.22668 -0.19231  0.27
H 3.30323 1.18765 0.36356  0.31
H -0.99480 1.44830 1.50234  0.35
H -2.65603 -0.73459 0.35001  0.37
H -2.20233 -0.48104 2.09354  0.26
H -0.89391 -0.94382 1.06483  0.22
H 2.15695 -1.45946 -2.46429  0.32
H 2.83423 -1.96551 -0.84739  0.33
H 1.12842 -2.09835 -1.16496  0.28

=====

Frontier orbital gap (hartree)
0.3687; 0.3925; 0.3753; 0.3403; 0.3268; 0.3665
HOMO energy (eV)
-9.42; -9.73; -9.46; -8.34; -8.18; -9.19
Total energy (eV)
-9879.4590; -9876.8786; -20713.1100; -20710.8806; -20708.6485; -20710.5148